# C5H7Cl13

5 unconnected molecules or ions with the total composition C5H7Cl13 (the ωB97M-V functional and the def2-TZVPD basis, the Open Molecules 2025 dataset).

The geometry in XYZ format:
```
25
Properties=species:S:1:pos:R:3:forces:R:3
Cl -1.321220 2.678704 -4.025712 0.50 0.20 -0.41
Cl -0.450300 -0.032386 3.479478 -0.54 0.57 -1.70
Cl -1.963550 -0.830666 0.987548 0.01 0.41 0.33
Cl -3.717060 3.531034 -5.497822 0.30 0.06 0.89
Cl -2.847200 4.953824 -2.999462 -0.07 -0.26 -0.62
Cl 5.551920 2.317184 5.544628 0.03 -0.80 0.35
Cl 5.429500 -2.769916 -3.330802 0.35 0.14 0.20
Cl 6.541470 -0.474896 6.008878 -0.16 1.20 0.62
Cl 5.913660 -1.090806 -1.012962 -0.33 0.30 1.28
Cl -9.542200 -4.297946 -1.285532 0.25 0.81 -0.09
Cl 6.845670 1.762404 8.030478 0.51 -0.30 0.26
Cl -9.082410 -2.912636 -3.817402 -0.08 0.21 0.47
Cl -8.725330 -1.373346 -1.292332 -0.01 -1.33 -0.49
C -2.914750 3.416774 -3.911332 0.05 -0.34 0.76
C -0.836030 0.337524 1.695378 1.04 -0.50 0.30
C 6.606100 -1.731826 -2.434612 0.06 -0.29 -1.71
C 5.878450 1.044464 6.784688 -0.56 -0.28 -0.97
C -8.614840 -2.997166 -2.095532 0.02 -0.11 -0.31
H 4.933850 0.731864 7.229788 0.18 0.19 -0.26
H -3.377960 2.710754 -3.222072 -0.78 0.34 -0.61
H 6.811920 -0.887876 -3.093012 0.16 -0.29 0.02
H 0.094170 0.217744 1.139988 0.01 -0.21 0.39
H -1.132710 1.370304 1.512448 -0.52 -0.26 0.67
H 7.500280 -2.331206 -2.263472 -0.25 0.14 0.21
H -7.581420 -3.341916 -2.131232 -0.18 0.41 0.41
```
Forces are in eV/Å.

Output
SMILES: ClC(Cl)Cl.ClC(Cl)Cl.ClC(Cl)Cl.ClCCl.ClCCl
Frontier orbital gap (eV): 11.28
2S+1: 1
E_HOMO (Eh): -0.40627
Energy above the lowest of the compared OMol25 structures with the same formula, charge and spin (kJ/mol): 93.7

***

# C5H7Cl2N3

C5H7Cl2N3 in the gas phase (the ωB97M-V functional and the def2-TZVPD basis, the Open Molecules 2025 dataset).

The geometry in XYZ format:
```
17
Properties=species:S:1:pos:R:3:forces:R:3
Cl 2.272360 -0.053781 -0.383634 0.65 0.09 -0.52
Cl 1.322190 4.225369 0.030487 -0.42 0.06 -0.03
N -0.123118 2.150165 2.049766 -0.49 0.62 1.07
N -0.312651 -0.019042 -1.071559 0.73 -0.68 2.34
N 0.140239 2.458119 -1.498392 1.00 0.24 2.23
C -0.251507 1.140296 -1.907879 -1.82 0.45 -1.16
C 0.241481 1.919864 0.895483 0.29 -4.11 -0.23
C 0.231207 -1.096831 1.080966 -1.12 -0.83 -3.98
C 0.604068 -0.055430 0.038278 -2.43 2.71 0.71
C 0.383400 2.755653 -0.280554 0.52 0.20 -1.46
H 0.346464 0.920015 -2.792166 0.09 0.02 0.02
H -0.240086 -0.651823 1.883806 -0.46 0.83 2.16
H 1.176677 -1.562078 1.196159 0.27 -1.16 1.18
H -1.285447 1.303286 -2.238491 0.17 -0.28 -0.44
H -0.593346 -1.788488 0.595539 1.89 0.91 0.94
H -0.230141 1.522443 2.892126 0.54 0.30 -1.92
H -1.223486 -0.254457 -0.636079 0.59 0.60 -0.91
```
Forces are in eV/Å.

Output
Frontier orbital gap (eV): 7.99
2S+1: 1
E_HOMO (Eh): -0.28960
Energy above the lowest of the compared OMol25 structures with the same formula, charge and spin (kJ/mol): 279.6

***

# C5H7Cl2P

C5H7Cl2P in the gas phase (the ωB97M-V functional and the def2-TZVPD basis, the Open Molecules 2025 dataset).

The geometry in XYZ format:
```
15
Properties=species:S:1:pos:R:3:forces:R:3
Cl 1.781019 0.520560 -2.248098 0.23 0.25 0.16
Cl -0.682153 2.047793 -0.152584 -0.17 0.60 0.40
P -0.704076 -1.196420 -1.994673 2.48 2.91 2.02
C 0.255501 0.543526 0.087900 -0.97 -2.45 -1.44
C -0.702886 -0.574474 0.671562 2.74 -2.18 -1.43
C 0.461227 -0.009383 -1.278075 -1.69 -2.58 -3.18
C 1.527190 0.749383 0.801357 -1.97 -0.38 1.03
C -1.678710 -0.907644 -0.441885 0.13 -2.29 0.04
H 1.346827 0.623767 1.821735 -0.17 -0.08 1.89
H -0.100075 -1.564154 0.971412 -0.93 2.32 -0.73
H -2.258019 -0.067310 -0.614356 -1.43 1.72 -0.45
H -2.380540 -1.763279 -0.353520 0.53 0.43 0.71
H -1.053618 -0.163472 1.535099 -1.68 0.83 2.48
H 2.259174 0.096422 0.532261 1.82 -2.28 -0.93
H 1.929138 1.664684 0.661866 1.06 3.19 -0.57
```
Forces are in eV/Å.

Output
SMILES: C[C@]1(Cl)CCP=C1Cl
Frontier orbital gap (eV): 8.11
2S+1: 1
E_HOMO (Eh): -0.31242
Energy above the lowest of the compared OMol25 structures with the same formula, charge and spin (kJ/mol): 153.7

***

# C5H7Cl4CrN2

A molecular structure, C5H7Cl4CrN2 (the ωB97M-V functional and the def2-TZVPD basis, the Open Molecules 2025 dataset).

The geometry in XYZ format:
```
19
Properties=species:S:1:pos:R:3:forces:R:3
Cr 1.228375 -0.348910 2.756548 -1.60 -0.91 -1.86
Cl -0.210621 -1.120570 0.989346 1.66 0.84 2.07
Cl 3.325063 -3.482163 -1.637172 -0.15 0.09 -0.09
Cl 0.966245 -5.113690 -1.052769 0.01 0.11 -0.14
Cl 2.919830 -4.573006 1.018026 -0.29 0.42 -0.23
N 0.663072 1.931737 -4.075118 0.15 0.25 -0.35
N -1.942794 3.198722 3.918370 0.01 -0.03 0.21
C 0.305694 1.542204 -3.061852 -0.24 -0.71 0.67
C -2.020776 2.789253 2.850739 0.17 -0.05 -0.30
C -0.149627 0.992671 -1.773891 -0.19 0.62 -0.27
C 2.103549 -3.917801 -0.460712 0.31 -0.59 0.52
C -1.980142 2.229858 1.497666 -0.19 0.17 0.33
H -1.157277 1.361462 -1.578943 0.00 0.01 0.02
H -1.045322 2.541275 1.033133 -0.02 -0.12 -0.13
H -0.192701 -0.092004 -1.757528 0.22 -0.03 -0.22
H 1.544197 -3.043517 -0.158016 0.07 0.05 -0.06
H 0.503530 1.363483 -0.985730 0.05 -0.11 0.04
H -2.051570 1.147042 1.584508 0.04 -0.02 -0.25
H -2.808717 2.593963 0.893390 -0.01 0.01 0.04
```
Forces are in eV/Å.

Output
Net charge: +1
<S²>: 6.084
Frontier orbital gap (spin up / spin down) (eV): 4.47 / 5.87
2S+1: 5
E_HOMO (spin up / spin down) (Eh): -0.50583 / -0.50583

***

# C5H7ClFN

C5H7ClFN in the gas phase (the ωB97M-V functional and the def2-TZVPD basis, the Open Molecules 2025 dataset).

The geometry in XYZ format:
```
15
Properties=species:S:1:pos:R:3:forces:R:3
Cl -0.789026 0.569857 -2.378197 0.10 -0.05 0.11
F 0.672025 -1.640477 0.518424 0.05 -0.29 0.07
N 1.299867 0.736604 1.294448 -0.53 0.22 -0.52
C 0.231894 0.353999 2.283106 0.29 -0.87 0.32
C -0.980584 -0.365362 1.506926 -0.19 -0.02 0.16
C -0.267842 -0.641256 0.206157 -0.15 0.10 0.08
C 0.224391 -0.144522 -1.135023 -0.16 0.16 0.00
C 0.491538 0.669103 0.083708 -0.38 0.98 0.17
H 0.948077 -0.829451 -1.539847 0.06 -0.10 -0.16
H -0.136732 1.244272 2.754302 -0.18 0.50 0.24
H -1.828246 0.326921 1.404250 0.30 -0.27 -0.10
H -0.238198 1.505686 0.099649 0.44 -0.57 -0.10
H 1.988867 0.011367 1.242384 0.37 -0.35 0.22
H -1.331452 -1.283617 2.002007 0.18 0.31 -0.14
H 0.667441 -0.286469 3.070405 -0.20 0.25 -0.37
```
Forces are in eV/Å.

Output
SMILES: F[C@@]12CCN[C@H]1[C@@H]2Cl
Frontier orbital gap (eV): 9.94
2S+1: 1
E_HOMO (Eh): -0.32869
Energy above the lowest of the compared OMol25 structures with the same formula, charge and spin (kJ/mol): 310.3

***

# C5H7ClN4

C5H7ClN4 in the gas phase (the ωB97M-V functional and the def2-TZVPD basis, the Open Molecules 2025 dataset).

The geometry in XYZ format:
```
17
Properties=species:S:1:pos:R:3:forces:R:3
Cl -3.571500 0.854895 0.326609 0.61 -0.27 0.17
N 0.487307 -0.964838 0.356326 1.44 -0.23 0.93
N 2.444590 2.483272 0.859978 0.35 -0.25 -0.17
N -2.242891 -0.399001 -0.396096 0.42 -0.86 -0.54
N -1.932430 -1.483708 0.359136 -1.33 1.82 -0.24
C 2.005141 1.845859 0.010778 -1.03 0.02 -0.06
C 0.155579 0.175818 -0.329485 -0.28 0.40 -1.17
C 1.147736 1.134974 -0.980534 1.99 -1.01 -0.26
C 1.395701 -1.210303 1.211564 -0.25 1.44 -1.45
C -1.128237 0.351751 -0.723331 0.67 -1.94 2.56
H 2.145227 -0.565692 1.610802 0.34 1.05 0.04
H -2.659665 -2.149261 0.226759 0.17 -0.97 0.06
H 1.843868 0.619021 -1.740382 -1.04 0.53 1.15
H 1.493674 -2.194557 1.493628 -0.04 -2.25 0.88
H -1.299315 1.189637 -1.234963 -1.17 3.08 -1.97
H 0.606851 1.885491 -1.538774 -0.13 0.19 -0.07
H -0.891630 -1.573361 0.487989 -0.74 -0.75 0.14
```
Forces are in eV/Å.

Output
SMILES: C=N/C(=C\N(N)Cl)CC#N
Frontier orbital gap (eV): 7.54
2S+1: 1
E_HOMO (Eh): -0.30443
Energy above the lowest of the compared OMol25 structures with the same formula, charge and spin (kJ/mol): 229.8

***

# C5H7ClNO3

2 unconnected molecules or ions with the total composition C5H7ClNO3 (the ωB97M-V functional and the def2-TZVPD basis, the Open Molecules 2025 dataset).

The geometry in XYZ format:
```
17
Properties=species:S:1:pos:R:3:forces:R:3
Cl -0.190051 -0.115120 3.050009 0.71 -0.97 1.16
O 2.353857 1.410126 -0.371631 0.73 -0.99 0.15
O 0.102103 0.447572 -1.484877 0.03 -0.58 0.17
O 0.662095 2.909155 -0.676769 -1.10 0.84 -0.09
N 0.256880 -0.614421 0.547192 -0.33 -0.05 -1.94
C -0.153719 0.466979 1.383881 -1.03 1.81 -0.67
C 0.323796 -0.579900 -0.825272 -0.13 0.98 1.07
C 0.604660 -1.879936 -1.512931 -1.81 0.56 -1.54
C 1.369686 2.011395 -0.501772 0.62 0.76 0.27
C -1.631577 0.910493 1.181808 2.01 2.89 -0.19
H -2.293290 0.125304 0.926473 -1.10 -1.12 0.04
H 0.864364 -1.873235 -2.581451 -0.56 0.93 0.20
H 0.204940 -1.512055 0.966523 0.21 -1.10 0.25
H 1.372651 -2.436402 -1.156020 2.31 -1.61 1.97
H -0.311854 -2.436520 -1.396478 -0.29 -0.61 -0.19
H -1.902796 1.507544 2.114000 -0.05 -1.00 -1.27
H -1.631744 1.659022 0.337315 -0.21 -0.74 0.60
```
Forces are in eV/Å.

Output
Net charge: -1
Frontier orbital gap (eV): 5.74
2S+1: 1
E_HOMO (Eh): -0.07744
Energy above the lowest of the compared OMol25 structures with the same formula, charge and spin (kJ/mol): 64.0

***

# C5H7ClS

C5H7ClS in the gas phase (the ωB97M-V functional and the def2-TZVPD basis, the Open Molecules 2025 dataset).

The geometry in XYZ format:
```
14
Properties=species:S:1:pos:R:3:forces:R:3
Cl 0.688879 1.488658 -2.749027 -0.46 -0.09 0.34
S -0.159100 -0.919496 1.595298 0.53 1.42 -1.88
C 0.811611 -1.785241 0.154310 -0.94 -1.64 -0.95
C -1.302790 0.641201 0.728658 -0.57 -0.95 0.88
C 1.293103 -0.497230 0.528843 1.02 0.03 2.02
C 0.158053 1.406723 -1.087070 1.89 -0.05 1.28
C -0.990123 0.836443 -0.671094 -1.18 -0.91 -0.97
H 1.317416 -2.796411 0.348216 -0.68 1.37 -0.08
H -1.737849 0.310849 -1.371859 1.50 1.17 0.75
H -2.348231 0.403331 0.980791 0.43 -0.07 -0.44
H 1.026392 1.758727 -0.392300 -2.29 -0.44 -1.25
H -0.979783 1.386696 1.426373 0.49 0.45 0.17
H 2.227123 -0.330166 1.196580 -1.45 -0.83 -1.31
H -0.004702 -1.904084 -0.687718 1.70 0.55 1.44
```
Forces are in eV/Å.

Output
Frontier orbital gap (eV): 8.17
2S+1: 1
E_HOMO (Eh): -0.28298
Energy above the lowest of the compared OMol25 structures with the same formula, charge and spin (kJ/mol): 408.6